DFT (ωB97M-V/def2-TZVPD) results for a gas-phase ion, C14H26BFN3O7 (charge +1).

Results
SMILES string   C=CCN/C(N(CCCCOC=O)OC[C@H](C)O)=[N+](/CC(=O)F)B(O)O
Charge   +1
Gap between HOMO and LUMO   8.8 eV
E_tot   -1364.479765 Ha
LUMO level   -4.17 eV

CARTESIAN COORDINATES (ANGSTROEM)
C (2.192, 3.232, 1.986)
C (0.975, 2.708, 1.982)
C (0.588, 1.385, 1.397)
N (1.680, 0.822, 0.583)
C (1.398, -0.382, -0.070)
N (0.140, -0.670, -0.598)
C (0.027, -0.578, -2.078)
C (-1.037, 0.397, -2.571)
C (-1.029, 1.781, -1.901)
C (-2.288, 2.038, -1.098)
O (-3.335, 2.307, -2.035)
C (-4.577, 2.421, -1.492)
O (-5.067, 1.604, -0.786)
O (-0.310, -1.901, -0.051)
C (-1.727, -1.865, 0.124)
C (-2.172, -1.125, 1.383)
C (-1.938, -2.011, 2.609)
O (-3.542, -0.785, 1.271)
N (2.415, -1.166, -0.151)
C (2.360, -2.458, -0.865)
C (3.673, -3.214, -0.746)
O (4.558, -3.183, -1.516)
F (3.719, -3.937, 0.390)
B (3.718, -0.668, 0.535)
O (3.927, -0.939, 1.841)
O (4.607, -0.088, -0.287)
H (2.928, 2.986, 1.227)
H (2.508, 3.939, 2.741)
H (0.162, 3.281, 2.417)
H (0.347, 0.704, 2.216)
H (-0.309, 1.509, 0.783)
H (1.960, 1.498, -0.130)
H (1.000, -0.276, -2.480)
H (-0.222, -1.581, -2.432)
H (-0.869, 0.517, -3.643)
H (-2.033, -0.038, -2.465)
H (-0.139, 1.951, -1.290)
H (-0.992, 2.543, -2.682)
H (-2.547, 1.181, -0.467)
H (-2.164, 2.892, -0.425)
H (-5.099, 3.339, -1.789)
H (-2.237, -1.462, -0.755)
H (-2.021, -2.915, 0.211)
H (-1.607, -0.200, 1.507)
H (-1.891, -1.434, 3.530)
H (-2.743, -2.743, 2.676)
H (-1.009, -2.575, 2.480)
H (-3.991, -1.353, 0.638)
H (2.119, -2.317, -1.916)
H (1.565, -3.058, -0.426)
H (3.211, -0.698, 2.438)
H (5.116, 0.588, 0.179)